1.
Here is a 6-piece molecular cluster, C22H37FNO15S overall from the Open Molecules 2025 dataset. Energies are from wB97M-V/def2-TZVPD.

```
77
Properties=species:S:1:pos:R:3:forces:R:3
C -0.3008 -4.7363 -1.2332 0.21 0.02 0.41
C -0.2696 -3.2692 -0.8490 -0.05 -0.81 -0.35
N 0.3396 -3.0599 0.5066 0.11 1.67 -0.49
S 0.3079 -1.4946 1.0160 1.06 -0.92 1.47
F 0.0384 -0.5267 -0.1942 -0.29 -0.21 0.07
H 0.6920 -5.1225 -1.4320 0.23 0.07 -0.16
H -0.9066 -4.8185 -2.1259 -0.07 -0.18 -0.21
H -0.7157 -5.3610 -0.4501 -0.31 0.02 0.11
H -1.2733 -2.8638 -0.9027 -0.15 0.24 0.38
H 0.3569 -2.7454 -1.5630 -0.04 0.20 -0.18
H 1.3440 -3.2418 0.4262 0.18 -0.51 -0.04
H -0.8285 -1.4279 1.8046 -0.14 0.23 -0.91
C 4.3520 0.6804 0.6625 -0.21 -0.39 0.18
C 4.6077 -0.4591 -0.2950 -0.01 0.75 0.25
C 3.9833 -0.3195 -1.6605 0.26 0.27 -0.16
O 3.7844 -1.6910 -2.0460 -0.11 -0.12 0.21
C 3.6363 -2.4019 -0.9120 0.37 0.49 -0.07
O 3.2412 -3.5263 -0.8694 -0.59 -0.36 0.20
O 3.9707 -1.6714 0.1750 -0.12 -0.29 -0.31
H 4.7991 1.6120 0.3225 0.02 -0.03 -0.07
H 3.2783 0.8345 0.7900 -0.01 0.07 -0.12
H 4.7549 0.4399 1.6448 0.09 0.08 -0.01
H 5.6807 -0.6451 -0.3787 -0.03 -0.18 -0.02
H 4.6246 0.1980 -2.3674 -0.05 -0.16 -0.16
H 3.0056 0.1715 -1.6399 0.04 0.05 0.12
C 0.0942 1.0725 4.9092 0.53 0.13 0.11
C 0.7235 2.2864 4.2645 -0.38 -0.44 0.34
C 0.2727 2.5530 2.8468 0.01 0.29 -0.07
O 1.4190 3.2046 2.2780 0.00 -0.24 0.19
C 2.5090 2.7510 2.9616 0.38 -0.21 0.09
O 3.6390 2.8839 2.6209 -0.28 0.17 -0.07
O 2.1310 2.0742 4.0767 -0.11 0.32 -0.27
H -0.9813 1.2078 5.0348 0.01 0.07 -0.03
H 0.2738 0.1919 4.3020 0.09 0.33 0.11
H 0.5378 0.8793 5.8859 -0.06 0.16 0.05
H 0.5876 3.1734 4.8892 0.07 0.06 -0.09
H -0.6069 3.1904 2.7937 0.13 0.15 -0.12
H 0.0864 1.6347 2.2772 -0.01 -0.07 0.15
C 0.3740 2.0175 -6.0874 -0.08 0.36 0.11
C 1.8665 1.9414 -5.9002 -0.54 -0.03 -0.10
C 2.3488 0.6726 -5.2432 0.26 -0.25 -0.18
O 3.5609 1.1032 -4.6085 -0.24 -0.01 0.00
C 3.4192 2.4289 -4.3388 -0.15 0.10 -0.16
O 4.1484 3.0473 -3.6431 0.24 0.11 0.32
O 2.3289 2.9351 -4.9660 0.21 -0.26 -0.01
H 0.0293 1.2564 -6.7864 0.05 -0.01 -0.03
H -0.1395 1.8820 -5.1374 -0.02 -0.11 0.11
H 0.0870 2.9972 -6.4677 0.02 -0.04 -0.11
H 2.3727 2.1143 -6.8532 0.11 -0.04 0.05
H 2.5506 -0.1235 -5.9552 0.19 -0.01 0.06
H 1.6658 0.3004 -4.4735 -0.10 0.11 -0.05
C -1.9248 1.1943 -1.3124 -0.15 -0.26 -0.07
C -2.6339 1.9302 -2.4208 0.11 -0.20 0.44
C -3.6670 2.9289 -1.9559 -0.03 0.31 -0.08
O -4.5799 2.9486 -3.0581 0.18 -0.16 0.14
C -4.5041 1.7374 -3.6682 -0.01 0.10 0.07
O -5.2584 1.3460 -4.4853 -0.21 -0.16 -0.27
O -3.4345 1.0313 -3.2002 0.02 0.21 0.02
H -1.3220 1.8782 -0.7138 0.01 0.05 -0.06
H -2.6436 0.6918 -0.6615 -0.07 0.09 0.01
H -1.2784 0.4241 -1.7251 0.04 0.11 -0.15
H -1.9068 2.3971 -3.0863 0.01 0.12 -0.08
H -3.2528 3.9185 -1.7785 -0.12 0.07 -0.15
H -4.2084 2.6014 -1.0643 0.09 -0.10 0.02
C -4.3393 -3.3074 5.8740 0.40 -0.25 0.05
C -3.7389 -2.0742 5.2497 -0.54 -0.46 0.28
C -4.1844 -1.8062 3.8350 -0.22 0.16 -0.02
O -3.0442 -1.0920 3.3036 0.10 -0.07 -0.15
C -1.9705 -1.5046 3.9951 -0.09 -0.20 0.34
O -0.8334 -1.2574 3.6739 -0.49 -0.71 -0.66
O -2.3064 -2.2156 5.0651 0.06 0.29 -0.08
H -5.4152 -3.1937 5.9969 0.00 0.08 -0.01
H -4.1440 -4.1881 5.2612 -0.05 0.04 -0.08
H -3.8932 -3.4947 6.8493 -0.08 0.09 0.06
H -3.9081 -1.2072 5.8920 0.12 0.07 -0.08
H -5.0845 -1.2016 3.7771 0.14 0.20 -0.11
H -4.3252 -2.7156 3.2485 0.06 -0.05 0.08
```
Positions in Å, forces in eV/Å.

Computed properties:
Orbital gap ... 9.2 eV
Max |F| ... 2.0 eV Å⁻¹
Charge ... +1



2.
Here is a 5-piece molecular cluster, C22H37N4O12 overall from the Open Molecules 2025 dataset. Energies are from wB97M-V/def2-TZVPD.

```
75
Properties=species:S:1:pos:R:3:forces:R:3
C -2.3386 -3.3711 -7.6418 0.34 -0.07 -0.72
C -0.7901 -3.5070 -7.5091 -0.67 -0.14 0.43
C -0.2733 -3.7409 -6.0567 0.65 -0.64 -0.46
C -0.2036 -5.2343 -5.6266 -0.43 0.98 0.76
N -1.0012 -2.9932 -5.0155 0.60 -0.30 -0.63
C -0.6137 -1.8135 -4.5913 -2.35 0.03 1.82
N -1.3053 -1.1506 -3.5810 2.48 2.08 -0.48
C -0.5683 -0.0003 -3.4374 -1.21 -1.78 -0.32
N 0.4459 0.0348 -4.3016 0.37 1.28 0.63
N 0.4190 -1.0989 -5.0105 0.49 -1.18 -1.26
H -2.7568 -4.3573 -7.9273 0.26 0.87 0.76
H -2.5306 -2.7135 -8.5131 -0.07 -0.27 0.51
H -2.8453 -2.9340 -6.7655 0.27 -0.19 -0.31
H -0.2910 -2.6197 -7.9402 -0.17 -0.39 0.17
H -0.5039 -4.4014 -8.0940 0.13 0.62 0.15
H 0.7739 -3.3648 -6.0306 -0.46 -0.24 0.08
H 0.3687 -5.2627 -4.6780 -0.08 -0.28 -0.60
H 0.2551 -5.8570 -6.4048 -0.26 0.16 0.36
H -1.2233 -5.5702 -5.3516 0.46 -0.14 -0.53
H -1.8075 -3.4023 -4.5584 0.13 0.14 -0.09
H -0.7167 0.8296 -2.7419 -0.20 -0.51 -0.24
H 1.1606 0.7332 -4.4622 -0.17 -0.05 0.12
H 1.0580 -1.3590 -5.7507 0.08 0.44 0.16
C -0.4210 -1.4309 0.0585 -0.39 0.16 0.06
C 0.4762 -0.4994 0.8397 -0.36 -0.53 -0.43
C 1.5876 -1.1900 1.5854 0.42 -0.04 -0.09
O 1.8408 -0.2737 2.6524 -0.34 0.09 -0.04
C 0.6757 0.3883 2.8895 -0.06 0.13 0.28
O 0.4774 1.0875 3.8279 -0.04 -0.26 -0.45
O -0.2338 0.1371 1.9050 0.39 0.11 0.15
H -1.2211 -0.8724 -0.4308 0.04 -0.02 -0.02
H 0.1419 -1.9673 -0.7076 0.06 0.03 0.05
H -0.9024 -2.1568 0.7153 0.13 -0.01 0.03
H 0.8661 0.2861 0.1819 0.12 0.00 0.09
H 2.4792 -1.3324 0.9765 0.08 0.12 0.18
H 1.2892 -2.1495 2.0152 -0.13 0.01 -0.10
C 0.7191 2.5154 6.3359 -0.29 0.30 0.35
C 1.6015 3.4565 7.1188 -0.45 -0.58 -0.49
C 2.7106 2.7775 7.8755 0.39 -0.02 -0.11
O 2.9514 3.7012 8.9415 -0.28 0.11 0.04
C 1.7801 4.3565 9.1676 -0.17 0.08 0.16
O 1.5757 5.0593 10.1047 -0.03 -0.12 -0.15
O 0.8799 4.0965 8.1826 0.48 0.16 0.29
H -0.0805 3.0682 5.8419 0.10 -0.03 -0.10
H 1.2891 1.9844 5.5816 0.06 0.09 0.07
H 0.2389 1.7889 6.9947 0.14 -0.01 0.05
H 1.9896 4.2405 6.4604 0.10 0.00 0.09
H 3.6069 2.6383 7.2732 0.07 0.12 0.17
H 2.4155 1.8183 8.3081 -0.13 0.02 -0.09
C 3.6035 7.0958 11.3250 0.22 -0.30 0.28
C 4.9761 7.7127 11.2067 -0.89 -0.14 0.09
C 5.3958 8.0153 9.7944 0.03 0.36 -0.18
O 6.8222 7.9658 9.8904 0.00 -0.22 0.18
C 7.1189 7.1125 10.9109 0.19 -0.16 0.13
O 8.2070 6.6969 11.1441 -0.10 0.05 -0.06
O 6.0014 6.7990 11.6209 0.39 0.27 -0.29
H 3.3775 6.8712 12.3683 -0.04 0.10 -0.03
H 2.8366 7.7694 10.9409 0.05 0.02 0.00
H 3.5480 6.1531 10.7837 0.02 0.10 -0.08
H 5.0449 8.6017 11.8421 0.12 0.04 -0.10
H 5.0635 8.9962 9.4580 0.21 0.02 -0.01
H 5.0702 7.2587 9.0753 -0.10 -0.06 0.13
C -7.7414 -5.3876 -8.9047 0.07 -0.36 0.29
C -6.3687 -4.7790 -9.0579 -0.88 -0.14 0.01
C -5.9722 -4.4952 -10.4808 -0.07 0.36 -0.22
O -4.5420 -4.5528 -10.4044 0.10 -0.23 0.29
C -4.2370 -5.3929 -9.3853 -0.01 -0.38 -0.23
O -3.1420 -5.8134 -9.1643 -0.23 -0.14 -0.19
O -5.3378 -5.6936 -8.6523 0.49 0.27 -0.18
H -7.9481 -5.5983 -7.8548 -0.04 0.10 -0.03
H -8.5108 -4.7134 -9.2821 0.07 0.04 0.00
H -7.8104 -6.3382 -9.4361 0.05 0.09 -0.10
H -6.2846 -3.8834 -8.4342 0.09 0.02 -0.08
H -6.3045 -3.5169 -10.8229 0.23 0.01 -0.03
H -6.3120 -5.2569 -11.1862 -0.07 -0.05 0.12
```
Positions in Å, forces in eV/Å.

Computed properties:
Orbital gap ... 8.2 eV
Max |F| ... 3.3 eV Å⁻¹
Charge ... +1



3.
Here is a 3-piece molecular cluster, C22H37NO8 overall from the Open Molecules 2025 dataset. Energies are from wB97M-V/def2-TZVPD.

```
68
Properties=species:S:1:pos:R:3:forces:R:3
C -1.5732 -0.4761 4.6098 -6.35 4.48 -6.11
C -2.4278 0.1224 3.6357 3.79 -3.30 6.94
C -3.7499 0.8905 2.9586 1.48 2.51 0.56
C -3.7253 2.3862 2.9161 -1.33 -3.89 -0.40
C -5.0859 3.1209 2.2798 0.16 3.72 -1.86
O -5.0512 4.3122 1.6453 -0.25 -7.70 4.26
C -6.5035 2.2738 2.5446 0.68 -3.23 0.10
C -6.5304 0.7873 2.6073 1.78 2.93 0.26
C -7.8356 -0.1593 2.9040 0.88 -0.34 -1.62
N -9.0573 0.4897 2.2918 0.65 0.92 1.29
C -9.7618 1.3829 3.2940 -1.04 0.69 -0.19
C -5.0625 0.0206 2.3959 0.13 -4.03 -1.62
O -4.9712 -1.1998 1.8538 -0.42 7.74 3.57
H -0.9280 -0.8608 5.5371 -1.64 1.04 -2.91
H -2.8000 2.9701 3.3350 -2.09 -1.11 -1.14
H -7.4845 2.8878 2.7173 2.17 -1.18 -0.57
H -7.6790 -1.1974 2.3360 0.03 2.32 1.31
H -7.9492 -0.4182 4.0566 0.17 0.86 -2.50
H -8.7996 1.0792 1.4452 -0.20 -1.29 1.61
H -9.3468 1.2240 4.3769 -0.75 0.47 -2.11
H -10.9239 1.1342 3.3067 2.45 0.55 0.03
H -9.6551 2.5118 2.9470 -0.29 -2.16 1.08
C 0.7006 2.0846 -3.5144 -0.37 -0.30 -0.12
O 0.1892 0.8201 -3.1256 0.45 0.29 0.27
C 1.2117 -0.1453 -2.8770 -0.51 -0.03 0.29
C 0.8518 -1.0236 -1.6735 0.29 0.06 -0.03
O 0.9360 -0.3587 -0.4051 -0.30 0.13 -0.33
C -0.0459 0.6537 -0.1441 -0.05 -0.12 0.19
C -1.4712 0.1237 0.0435 0.28 0.16 -0.55
O -2.0147 -0.3128 -1.1998 0.17 -0.44 0.24
C -2.8169 -1.4798 -1.0834 -0.02 0.43 -0.19
H 1.0359 2.0467 -4.5562 0.15 0.16 0.03
H -0.1052 2.8187 -3.4283 0.03 -0.17 -0.05
H 1.5196 2.4031 -2.8638 0.11 -0.01 -0.01
H 2.1811 0.3412 -2.6903 -0.22 -0.04 -0.01
H 1.2970 -0.7677 -3.7724 0.21 -0.19 0.04
H 1.5872 -1.8343 -1.6257 0.08 0.18 0.04
H -0.1180 -1.5048 -1.7976 -0.08 0.25 -0.14
H -0.0021 1.4411 -0.8980 -0.21 -0.16 -0.12
H 0.2627 1.1215 0.7974 -0.01 -0.21 0.01
H -2.1130 0.9278 0.4178 0.10 0.10 0.24
H -1.4574 -0.6868 0.7806 -0.01 -0.02 -0.05
H -2.3328 -2.2343 -0.4586 -0.04 -0.01 0.12
H -2.9479 -1.9006 -2.0830 0.00 0.15 0.04
H -3.7971 -1.2176 -0.6732 0.00 -0.23 0.10
C 6.4400 1.4431 -2.8426 0.21 -0.03 0.43
O 6.2989 0.6656 -1.6648 -0.28 -0.09 -0.51
C 4.9361 0.4234 -1.3136 0.42 -0.40 0.16
C 4.7555 -1.0020 -0.7796 -0.28 0.12 -0.15
O 4.8573 -2.0284 -1.7767 0.42 0.25 0.10
C 6.1574 -2.2490 -2.3410 -0.09 -0.21 0.08
C 7.1754 -2.8602 -1.3726 -0.10 0.61 -0.15
O 7.5819 -1.9029 -0.3978 -0.34 -0.35 0.32
C 7.7685 -2.4623 0.8950 0.17 0.32 -0.37
H 6.2212 2.4937 -2.6241 -0.06 0.04 -0.21
H 7.4760 1.3606 -3.1828 -0.10 0.02 0.15
H 5.7907 1.0792 -3.6435 -0.09 0.04 -0.02
H 4.2704 0.5711 -2.1774 0.19 -0.04 0.10
H 4.6673 1.1432 -0.5350 -0.28 -0.04 0.07
H 3.7358 -1.0796 -0.3862 0.01 0.03 -0.19
H 5.4180 -1.2078 0.0607 0.20 0.18 -0.13
H 6.5377 -1.3394 -2.8081 0.13 0.02 0.26
H 6.0022 -2.9637 -3.1568 -0.08 -0.05 0.18
H 8.0693 -3.1637 -1.9269 -0.07 -0.19 -0.18
H 6.7350 -3.7468 -0.9032 -0.02 0.06 0.05
H 6.9442 -3.1276 1.1631 0.00 -0.11 0.00
H 7.7916 -1.6430 1.6172 0.07 -0.03 -0.14
H 8.7205 -3.0010 0.9330 -0.06 -0.13 0.16
```
Positions in Å, forces in eV/Å.

Computed properties:
Orbital gap ... 6.8 eV
Max |F| ... 9.9 eV Å⁻¹
SMILES string ... C#CC1=CC(=O)C=C(CNC)C1=O.COCCOCCOC.COCCOCCOC